Entry 1:
An isolated molecule of C4H5NO at a distorted geometry, computed with the ωB97M-V functional and the def2-TZVPD basis.

Properties
**Calculated total energy**: -285.35488 Ha
**HOMO-LUMO gap**: 0.351 Ha
**SMILES**: OC1=NC=CC1
**Total charge**: 0

Last column: Mulliken charge in e.
Element x y z (Å)
C -0.5706 0.7845 0.9802  -0.4617
H -0.6433 -0.7670 -1.6931  0.2630
C -0.0201 -0.0874 -1.0991  -0.3040
C 0.6395 -0.7718 0.0636  0.2703
O 1.4830 -1.7604 0.2798  -0.5585
H 1.3267 -1.4575 1.3057  0.5567
H -0.9498 1.3297 1.8341  0.4201
C -0.8190 0.9482 -0.3256  -0.2717
N 0.3129 -0.2576 1.2067  -0.5419
H -1.4709 1.6832 -0.7668  0.3719
H 0.7117 0.3560 -1.7856  0.2557



Entry 2:
A cluster of 10 separate species, C12H43BF4NO9 in total at a distorted geometry, computed with the ωB97M-V functional and the def2-TZVPD basis.

Properties
**Calculated total energy**: -1639.47025 Ha
**HOMO-LUMO gap**: 0.348 Ha
**Total charge**: -1

Last column: Mulliken charge in e.
Element x y z (Å)
C 4.9402 -2.2086 -4.3866  -0.6164
H -1.7631 -3.6070 0.5063  0.3315
H -2.8123 5.6302 2.8073  0.3088
H 2.8223 2.0198 2.8908  0.2968
C 4.1908 -2.1578 -2.0606  -0.7686
H 2.4967 -2.4606 0.5843  0.4491
H -2.4325 2.7077 2.4794  0.0859
H 1.6262 -1.9135 3.6360  0.3284
H 2.5999 -1.2454 -3.1743  0.2239
C 3.1353 -1.5868 2.0693  -0.0382
C -5.1165 0.3920 -0.4685  -0.6437
H 2.3226 -0.3533 3.8512  0.3805
H 1.1728 -0.5713 2.5516  -0.1469
H -0.1206 0.0109 -3.4907  0.3246
H 4.2304 -1.4334 -4.6753  0.2473
C -5.0067 -0.9134 -1.3152  -0.4495
O 2.6826 -2.7324 1.4860  -0.6001
H -2.5331 -0.8832 2.3046  0.0878
H 4.5619 -3.2293 -4.4443  0.2884
C -1.2009 -2.6436 2.1092  0.4224
H -0.6651 -2.1286 1.3119  -0.1443
C -3.0855 4.6096 3.0753  -1.2064
H -2.6095 -1.3340 -0.6605  0.1520
H 1.4818 -0.6902 -0.7454  0.3543
O 0.1357 0.8992 -3.7390  -0.7036
H -0.4980 3.6962 -2.3835  0.3523
H 5.8919 -2.0504 -4.8938  0.2186
H 3.8325 -3.1634 -2.2806  0.4645
O 5.2294 -2.0135 -3.0559  -0.4041
F 0.2919 0.2370 -0.1022  -0.9416
H 3.4294 -0.7877 1.3889  0.0347
H -5.5675 -2.2864 -0.1859  0.2962
H -3.2539 3.5844 1.1914  0.2410
H -5.3761 1.2417 -1.0999  0.3372
O -1.8192 -1.1520 -1.1690  -0.6132
H -4.1694 4.4952 3.0874  0.3201
C -2.5369 3.6841 2.0063  0.1995
O 3.1282 2.1202 1.9894  -0.6833
H 0.2672 1.3525 -2.9063  0.3961
H 4.5834 -2.1649 -1.0437  0.1480
H -4.2200 -0.8797 -2.0688  0.2644
H -2.6738 4.1986 3.9971  0.2728
C 3.0222 -1.1908 -2.1709  0.5685
H -2.6778 -2.0270 3.5290  0.4252
H -4.1486 0.5280 0.0138  0.0096
H 4.1421 0.6170 -2.6944  0.4095
H -5.9819 -1.0488 -1.7829  0.3928
H -1.0997 4.3123 -1.1384  0.3159
H -1.5180 -0.3018 -0.8483  0.4226
H 3.9450 -1.8990 2.7288  0.3927
B -0.1194 1.5524 -0.3286  0.9839
C -1.9160 -1.5299 2.9284  -1.0492
H 2.3555 1.9437 1.4527  0.2878
C 3.4146 0.2913 -1.9509  -1.1499
H 1.4401 -2.1909 -1.3188  0.3589
F 0.2928 2.1765 0.8565  -0.3285
F 0.4181 2.1798 -1.4142  -0.6845
O -2.0575 -3.4640 1.4088  -0.6168
N 2.0701 -1.4352 -1.0904  -0.2187
H -5.8485 0.3066 0.3346  0.3460
H -0.7406 -3.3811 2.7668  0.2924
H -0.9098 3.0507 1.4627  0.3051
H 2.5334 0.8811 -2.2033  0.1805
O -1.2324 3.9463 1.5867  -0.5289
H -1.2590 -0.9926 3.6124  0.3078
O -4.6930 -1.9486 -0.3927  -0.5271
O -1.1564 4.3277 -2.0938  -0.7033
C 1.9960 -1.0516 3.0806  -0.7394
F -1.5042 1.5846 -0.4070  -0.5095
H 3.6404 0.4744 -0.9004  0.1896



Entry 3:
A structure of composition C37H49B2BeClF14KN2O13S at a distorted geometry, computed with the ωB97M-V functional and the def2-TZVPD basis.

Properties
**Calculated total energy**: -5447.43162 Ha
**HOMO-LUMO gap**: 0.039 Ha
**Total charge**: -1

Last column: Mulliken charge in e.
Element x y z (Å)
H -0.0395 -2.5163 0.0039  0.6828
C 3.1158 2.4981 -4.2584  -0.0593
C 0.5730 0.2728 -0.8025  -1.2427
O 2.2546 -2.2794 -5.4099  -0.3984
C -0.7988 -0.0678 -1.5825  2.8488
Cl 1.9028 1.5376 -6.7306  -0.0918
H -0.2305 -3.5752 4.7882  0.2800
F 8.6399 -1.4216 3.6242  -0.2280
H -1.5796 -6.3863 -5.9832  0.3413
H -0.5024 0.8025 -5.5054  0.5722
H 0.6643 -3.2481 -3.5063  0.2008
C -5.0274 4.4400 6.0164  -0.3760
F -1.1712 1.8434 6.3959  -0.4830
O 0.3490 -6.4285 -4.1394  -0.5115
C 4.4078 1.7231 -3.6620  0.2941
C -5.6767 2.4498 4.8441  0.1712
B 2.4233 3.7518 1.0749  0.3411
C 0.2673 -0.0163 -5.2888  -0.9056
C -1.1736 -1.9301 -4.0257  -0.6116
H 1.0970 1.2299 -1.1968  0.2645
C 1.0691 -2.2207 0.1868  -0.9708
F 10.1820 -1.2875 2.1101  -0.2288
H -4.1950 0.5085 2.7436  0.3484
H -1.4835 -1.7811 5.3800  0.3657
C 6.7044 0.4041 -3.8404  -0.5101
O -5.5276 -0.8492 1.6546  -0.4379
C 6.6572 0.2032 -2.2628  -0.1583
C -5.0889 3.0519 5.9477  -0.3044
H -4.6844 2.4364 6.7426  0.4028
H -5.5193 6.2949 5.0430  0.4597
Be -1.4113 -2.6751 -0.5619  0.0655
H 1.1707 -1.0441 2.2014  0.2884
N 0.2803 -1.1575 -6.2485  0.6439
C 5.5517 1.1785 -4.5762  -0.4088
H -0.8143 -4.7520 -2.2892  0.1040
F 8.4869 -2.6064 1.8170  -0.2389
H -1.9203 -2.0260 -3.1400  0.2749
H -1.8541 -1.8178 -4.9594  0.2405
H -1.4892 1.7613 -0.4404  0.6267
F -5.7311 1.1091 4.7736  -0.3494
F 3.2237 3.2348 2.1411  -0.3958
H 2.0344 -1.3318 -1.6641  0.3810
C -0.7924 -5.8916 -4.1968  0.2317
H -1.1976 -0.8701 3.7275  -0.2762
C 0.6331 -1.0727 5.0640  0.5201
F 1.1599 4.1928 1.5876  -0.4062
O -1.7628 -6.5757 -5.0354  -0.5018
H 0.8541 2.3484 -4.1958  0.2647
C 1.6089 -0.9672 -0.6657  -0.3938
H 1.8403 1.0386 -3.1823  -0.6412
C -4.8675 -1.7312 2.6319  -0.2560
C 5.5057 0.7861 -1.3549  -0.8116
H -5.2433 -2.8021 2.4236  0.2480
C 4.3695 1.5504 -2.0876  0.2777
H 5.4362 0.6623 -0.2229  0.4262
H 0.3476 -4.2057 2.1199  0.3465
H -1.0725 -1.1670 -1.3660  -0.8254
H 5.4959 1.3360 -5.7037  0.3390
O -8.2295 6.5874 4.1167  -0.6189
C 1.7423 1.6266 -4.1702  0.7391
H 7.5467 -0.0423 -4.4653  0.3234
O 1.2465 -0.1274 5.6400  -0.5187
H 3.4671 1.9761 -1.5035  0.4945
F -1.5891 3.9738 5.5002  -0.3589
O 1.4439 -2.1694 4.6320  -0.3796
H -6.6590 2.7121 2.9601  0.8978
O 8.2377 -0.1075 0.0379  -0.6683
C -1.9814 0.8139 -0.8643  -1.9889
F 2.2029 2.7147 0.0964  -0.2471
H -3.7246 -1.7001 2.5596  0.0502
B -0.7596 2.8021 5.4035  0.5831
C -6.1573 4.5971 3.8856  -0.9603
H 7.4841 -0.3985 -1.7193  0.4727
C -0.3499 -0.8699 -7.5350  0.3907
O 6.4996 -0.2549 1.7438  -0.6191
F 2.1488 -2.0271 -7.6716  -0.2988
H -5.7579 1.2515 2.0575  -0.4253
C -0.9426 -0.9057 4.8444  -0.0326
H 0.2702 0.5416 0.2870  0.6131
H -2.3225 -4.4320 -3.4406  0.3163
C -0.1753 -0.6487 -3.8412  0.6174
C 8.8399 -1.3811 2.2847  0.5637
F 3.1010 4.8527 0.4524  -0.4111
F 0.6052 3.1621 5.6206  -0.3858
S 7.9084 0.0018 1.4585  1.1786
H 1.3855 -4.2133 4.2003  0.3817
K -4.9542 3.4987 0.3152  1.0087
N 1.6088 0.6193 -5.2611  -0.1599
H 0.7983 -1.0914 -3.4050  -0.3428
C -4.9357 0.4557 1.8741  0.5541
H -2.2478 -0.0061 1.2035  -0.1084
H -2.6773 1.1638 -1.7233  0.2702
H 1.6956 -3.1383 -0.1505  0.4450
C -4.1791 0.8724 0.5051  -1.3696
H -8.7402 6.5099 4.9205  0.2533
F -0.5839 -2.0148 -8.3862  -0.2470
C 0.2885 -3.1339 2.5589  -0.0417
C -2.8423 -0.0260 0.2055  0.5236
H 2.3463 -2.4910 1.9896  0.3225
H -3.1223 -1.0860 -0.1253  -0.0281
C -1.1891 -4.5569 -3.3548  -0.0842
H 2.5155 -0.5493 -0.0714  0.4563
H -4.5617 4.9194 6.8704  0.3769
C 0.6799 -3.2945 4.1271  -0.6861
H -1.3102 0.0501 5.3832  0.1139
H -3.7697 1.9724 0.6034  0.2788
O 3.1748 3.6735 -4.6996  -0.5612
H -0.8086 -2.7859 2.4716  -0.2215
H -0.1083 -3.6810 -5.1105  0.2854
C 1.5815 -1.8191 -6.3595  0.4376
F -0.9067 2.2226 4.0942  -0.3463
H -5.2175 -1.3564 3.6704  0.2154
H -6.5776 5.2002 3.0874  0.4183
C -6.2087 3.2084 3.8123  -0.1496
H -4.8539 0.8589 -0.4372  0.6402
C -5.5633 5.2124 4.9882  -0.4184
O 8.4071 1.2239 2.0737  -0.6249
O -0.7501 0.2219 -7.9660  -0.4177
O -0.8317 0.3142 -2.9767  -0.6040
C -0.3656 -3.3477 -4.0306  -0.3106
C 1.2771 -2.0991 1.7753  -0.4160



Entry 4:
An isolated molecule of C5H10O4S at a distorted geometry, computed with the ωB97M-V functional and the def2-TZVPD basis.

Properties
**Calculated total energy**: -895.41429 Ha
**Expectation value of S²**: 2.0097
**2S+1**: 3
**HOMO-LUMO gap (alpha / beta)**: 0.238 / 0.236 Ha
**Total charge**: 0

Last column: Mulliken charge in e.
Element x y z (Å)
H -0.0256 -1.8583 -0.7475  0.4247
O 0.5726 -1.1451 -1.2662  -0.5992
C 0.0299 0.1988 0.6538  -0.8646
H 0.8833 1.4183 -1.5908  0.3747
C 2.1919 -1.0355 0.4249  -0.2621
H 2.3442 0.4553 -1.6086  0.4549
C -1.1636 0.7864 -0.0354  -0.6781
H -0.5913 -0.7570 1.0084  0.3609
O -3.2959 0.5887 1.0760  -0.5223
C 1.6691 0.9723 -0.9696  -1.5233
H -4.1594 0.1765 1.2832  0.3348
H -1.4669 1.6746 0.3866  0.5032
H 2.4432 -1.9777 -0.2499  0.2892
C 1.0974 -0.2237 -0.2715  1.1276
H 0.4330 0.8040 1.4311  0.4765
S -2.5434 -0.3913 -0.1822  0.2935
H -0.9490 1.0290 -1.0702  0.3380
O -2.2000 -1.6645 0.4867  -0.4164
H 2.0460 1.7008 -0.2266  0.3450
O 2.6846 -0.7517 1.4678  -0.4570



total charge of number 2 (C12H43BF4NO9)?
-1



Which value of calculated total energy does entry 2 give?
-1639.47025 Ha



Which value of total charge does entry 4 give?
0



Which of these has the highest calculated total energy?
C4H5NO